1.
DFT (ωB97M-V/def2-TZVPD) results for a structure of composition C44H26BF15GeN7S2Sn.

Computed properties:
Frontier orbital gap   8.20 eV
Max |F|   0.0051 Eh/bohr
Net charge   +1
E_LUMO   -3.1 eV
HOMO level   -0.4171 Ha

Geometry (Å):
Sn (0.0617, 1.0383, -0.1732)
Ge (-0.3080, -2.1483, -2.3171)
S (0.4696, -1.3740, -0.4124)
S (4.4815, 0.9857, 1.0827)
F (2.9130, 0.6065, -6.6824)
F (0.8256, -8.1076, -2.0092)
F (-4.5143, -3.2661, -5.1591)
F (-2.8095, -1.0431, -0.5128)
F (2.6493, -1.9362, -2.7701)
F (1.4036, -4.0600, -4.2692)
F (-1.8699, -3.1717, -4.6127)
F (0.2051, 0.7252, -6.8024)
F (-6.2907, -2.2324, -3.3856)
F (-1.2807, -0.4411, -4.9166)
F (4.1280, -0.7206, -4.6551)
F (1.8678, -6.6899, -4.0693)
F (-5.4151, -1.1228, -1.0702)
F (-0.7104, -6.8749, -0.1424)
F (-1.2073, -4.2371, -0.3461)
N (1.9263, 1.0135, 1.0876)
N (-2.8175, 2.1948, -0.4815)
N (-1.3208, 0.4868, 1.4852)
N (-1.4548, 3.4647, 1.1952)
N (-0.2422, 3.0430, 0.7782)
N (-2.4072, 1.2385, 1.7823)
N (-1.8121, 1.6040, -1.1651)
C (0.8022, 0.0575, -5.8188)
C (4.2185, 0.6378, 3.8734)
C (1.5064, 1.7174, -1.5868)
C (-0.0090, 5.0615, 1.6951)
C (2.8011, -0.6750, -4.7185)
C (-2.5714, -0.6271, 2.9576)
C (1.0766, 0.6791, 6.0417)
C (-4.5444, -1.6339, -1.9392)
C (0.5956, -6.8072, -2.0984)
C (-4.0850, -2.7186, -4.0294)
C (1.9574, 0.6949, 4.7944)
C (1.3259, 2.2018, -2.8723)
C (0.0572, -0.5539, -4.8260)
C (-3.1698, 0.5850, 2.6637)
C (3.9059, 1.6893, -1.9546)
C (-0.1875, -6.1762, -1.1448)
C (-2.2312, 1.4173, -2.4194)
C (-2.2489, -2.0840, -2.5657)
C (1.2433, -0.6699, 6.7553)
C (-0.4012, 0.8697, 5.7027)
C (2.2915, 0.8563, 2.4230)
C (0.8798, -4.7211, -3.2304)
C (1.1289, -6.0800, -3.1496)
C (-2.7386, -2.6553, -3.7309)
C (0.6351, -1.2388, -3.7735)
C (-3.8585, 2.3692, -1.3011)
C (3.7093, 2.1631, -3.2421)
C (2.4257, 2.4376, -3.6924)
C (-0.4155, -4.8190, -1.2608)
C (-1.3366, 4.6761, 1.7505)
C (1.5067, 1.8156, 6.9803)
C (-3.1865, -1.5962, -1.6751)
C (3.3553, 0.5854, 4.9430)
C (2.8087, 1.4843, -1.1243)
C (0.6384, 3.9988, 1.0733)
C (3.6710, 0.7917, 2.6025)
C (-1.4186, -0.6482, 2.1847)
C (2.1824, -0.0041, -5.7606)
C (2.9666, 1.1323, 0.2961)
C (-4.9942, -2.1944, -3.1216)
C (2.0225, -1.2770, -3.7504)
C (1.4314, 0.8202, 3.5223)
C (0.1170, -4.0546, -2.2875)
C (-3.5304, 1.8872, -2.5565)
B (-2.6820, 2.5494, 1.0211)
H (0.6245, -0.6947, 7.6538)
H (0.4230, 5.9806, 2.0478)
H (-0.6698, -1.4158, 2.0859)
H (-2.9257, -1.3896, 3.6279)
H (-4.0894, 1.0228, 3.0148)
H (4.9120, 1.4976, -1.6001)
H (-4.1407, 1.8826, -3.4418)
H (-4.7619, 2.8305, -0.9386)
H (-0.9852, 0.8648, 6.6237)
H (1.4070, 2.7852, 6.4888)
H (-0.5814, 1.8242, 5.2015)
H (4.5587, 2.3273, -3.8915)
H (2.2764, -0.8431, 7.0583)
H (-2.2024, 5.1824, 2.1434)
H (3.7736, 0.4708, 5.9339)
H (0.9386, -1.4939, 6.1073)
H (-0.7789, 0.0668, 5.0676)
H (0.8760, 1.8178, 7.8707)
H (1.6795, 3.8794, 0.8177)
H (5.2881, 0.5713, 4.0185)
H (0.3686, 0.9175, 3.3648)
H (-3.6774, 3.0755, 1.4142)
H (2.5405, 1.7068, 7.3082)
H (0.3329, 2.4232, -3.2460)
H (-1.5892, 0.9544, -3.1505)
H (2.2800, 2.8365, -4.6888)

Löwdin charges in e:
1. Sn 1.053
2. Ge 0.759
3. S 0.404
4. S 1.191
5. F 0.152
6. F 0.155
7. F 0.147
8. F 0.073
9. F 0.089
10. F 0.110
11. F 0.106
12. F 0.140
13. F 0.155
14. F 0.085
15. F 0.140
16. F 0.143
17. F 0.130
18. F 0.139
19. F 0.079
20. N -0.035
21. N 0.003
22. N -0.077
23. N -0.009
24. N -0.045
25. N -0.002
26. N -0.053
27. C -0.141
28. C -0.052
29. C -0.223
30. C -0.022
31. C -0.149
32. C -0.028
33. C -0.556
34. C -0.139
35. C -0.123
36. C -0.132
37. C -0.148
38. C -0.089
39. C -0.216
40. C -0.031
41. C -0.024
42. C -0.136
43. C -0.113
44. C -0.130
45. C -0.036
46. C -0.059
47. C -0.258
48. C -0.208
49. C -0.133
50. C -0.226
51. C -0.136
52. C -0.026
53. C -0.052
54. C -0.061
55. C -0.226
56. C -0.037
57. C -0.039
58. C -0.227
59. C -0.012
60. C -0.260
61. C -0.099
62. C -0.438
63. C -0.160
64. C -0.144
65. C -0.535
66. C -0.122
67. C -0.246
68. C 0.052
69. C -0.134
70. C -0.010
71. B -0.486
72. H 0.091
73. H 0.107
74. H 0.090
75. H 0.113
76. H 0.136
77. H 0.107
78. H 0.115
79. H 0.138
80. H 0.093
81. H 0.093
82. H 0.090
83. H 0.122
84. H 0.082
85. H 0.134
86. H 0.117
87. H 0.092
88. H 0.068
89. H 0.090
90. H 0.122
91. H 0.119
92. H 0.087
93. H 0.130
94. H 0.080
95. H 0.099
96. H 0.101
97. H 0.121

---

2.
DFT (ωB97M-V/def2-TZVPD) results for a structure of composition C44H28BF2IrN4 at a distorted geometry.

Computed properties:
Frontier orbital gap (spin up / spin down)   5.20 / 3.25 eV
Spin multiplicity   2
Max |F|   0.0389 Eh/bohr
⟨S²⟩   0.76
Net charge   +1
E_LUMO (spin up / spin down)   -4.4 / -6.3 eV
HOMO level (spin up / spin down)   -0.3526 / -0.3521 Ha

Geometry (Å):
Ir (0.2691, 0.0440, 0.1949)
F (1.3736, 0.9675, 2.7257)
F (-0.3329, -0.4873, 2.9853)
N (-1.7534, 0.0249, 0.4232)
N (0.2330, 2.0554, -0.0157)
N (0.2804, -1.9856, 0.3596)
N (2.2714, 0.0389, -0.0759)
C (-4.8793, 5.5205, 1.6757)
C (-5.1736, 4.6319, 0.6519)
C (-2.5059, 1.1233, 0.8006)
C (-4.8284, -4.9698, -1.9553)
C (5.4435, 5.2729, -2.0027)
C (4.9659, -5.3110, 0.5783)
C (-3.0746, 3.5075, 1.0202)
C (5.6721, -3.8308, 2.3355)
C (3.9141, 4.4735, -0.3292)
C (3.5657, 3.4064, -1.1538)
C (-3.8369, -0.6731, 1.0167)
C (4.6644, -2.9424, 1.9966)
C (-2.5491, -1.0528, 0.4855)
C (-2.1042, 2.4382, 0.6773)
C (0.7929, 4.1846, -0.6059)
C (3.1078, -0.9988, 0.1520)
C (-3.5366, -5.3902, -1.6687)
C (5.0964, 4.2128, -2.8284)
C (0.9630, -4.0286, 1.1342)
C (1.2612, 2.8432, -0.4699)
C (-0.8296, 2.8648, 0.1932)
C (-0.3769, -4.0795, 0.9548)
C (2.5706, 2.4006, -0.7011)
C (3.0406, 1.0979, -0.4828)
C (1.3984, -2.7256, 0.7128)
C (4.4075, 0.6897, -0.5341)
C (-3.0573, -3.2820, -0.5439)
C (4.1679, 3.2754, -2.4028)
C (4.8556, 5.3991, -0.7519)
C (-3.8009, 0.6621, 1.2266)
C (-5.2137, -3.6821, -1.6085)
C (-0.7837, -2.7959, 0.4350)
C (4.4494, -0.6139, -0.1397)
C (3.9453, -4.4322, 0.2469)
C (3.7885, -3.2429, 0.9546)
C (-4.3424, -2.8485, -0.9375)
C (-2.1335, -2.3835, 0.1383)
C (-4.2784, 3.6232, 0.3287)
C (-3.6817, 5.4081, 2.3695)
C (2.7036, -2.2916, 0.6065)
C (-2.7761, 4.4140, 2.0363)
C (-0.4994, 4.2026, -0.1747)
C (5.8265, -5.0136, 1.6249)
C (-2.6625, -4.5598, -0.9972)
B (0.4880, 0.1559, 2.1550)
H (-1.1690, 5.0450, -0.1367)
H (-6.1931, -3.3151, -1.8841)
H (5.5509, 4.1135, -3.8051)
H (-5.5809, 6.3033, 1.9313)
H (-1.8406, 4.3267, 2.5750)
H (3.8977, 2.4447, -3.0432)
H (-3.1987, -6.3654, -1.9925)
H (-5.5106, -5.6211, -2.4847)
H (6.1740, 5.9993, -2.3329)
H (5.1320, 6.2187, -0.1020)
H (6.6191, -5.7020, 1.8860)
H (5.0894, -6.2272, 0.0166)
H (-1.0383, -4.8817, 1.2293)
H (3.2770, -4.6581, -0.5752)
H (-4.5716, 1.2816, 1.6528)
H (5.2361, 1.3173, -0.8150)
H (4.5442, -2.0178, 2.5481)
H (5.3146, -1.2496, -0.0599)
H (1.3688, 5.0129, -0.9820)
H (-4.4999, 2.9354, -0.4779)
H (3.4586, 4.5650, 0.6491)
H (-6.1002, 4.7243, 0.1011)
H (-4.6317, -1.3521, 1.2722)
H (-4.6568, -1.8348, -0.7551)
H (-1.6498, -4.8990, -0.8680)
H (-3.4513, 6.0974, 3.1709)
H (1.6006, -4.7946, 1.5428)
H (6.3390, -3.5984, 3.1549)

Löwdin charges in e:
1. Ir 1.605
2. F 0.211
3. F 0.212
4. N -0.054
5. N -0.052
6. N -0.056
7. N -0.052
8. C -0.071
9. C -0.064
10. C -0.202
11. C -0.065
12. C -0.071
13. C -0.064
14. C -0.214
15. C -0.063
16. C -0.035
17. C -0.216
18. C 0.014
19. C -0.032
20. C -0.214
21. C -0.044
22. C 0.037
23. C -0.208
24. C -0.065
25. C -0.064
26. C 0.037
27. C -0.208
28. C -0.207
29. C 0.015
30. C -0.040
31. C -0.210
32. C -0.205
33. C 0.046
34. C -0.144
35. C -0.033
36. C -0.063
37. C 0.043
38. C -0.064
39. C -0.212
40. C 0.035
41. C -0.035
42. C -0.215
43. C -0.028
44. C -0.012
45. C -0.036
46. C -0.063
47. C -0.045
48. C -0.031
49. C 0.032
50. C -0.071
51. C -0.025
52. B -0.704
53. H 0.126
54. H 0.111
55. H 0.109
56. H 0.109
57. H 0.125
58. H 0.125
59. H 0.111
60. H 0.110
61. H 0.109
62. H 0.110
63. H 0.109
64. H 0.109
65. H 0.126
66. H 0.124
67. H 0.128
68. H 0.127
69. H 0.125
70. H 0.126
71. H 0.125
72. H 0.124
73. H 0.126
74. H 0.109
75. H 0.127
76. H 0.094
77. H 0.097
78. H 0.110
79. H 0.127
80. H 0.110

---

3.
DFT (ωB97M-V/def2-TZVPD) results for a structure of composition C44H28Cl7KN4O2Te at a distorted geometry.

Computed properties:
Frontier orbital gap   5.26 eV
Max |F|   0.0238 Eh/bohr
Net charge   -2
E_LUMO   3.6 eV
HOMO level   -0.0593 Ha
Energy relative to the best compared isomer or geometry (same formula, charge and spin)   20.15 kcal/mol

Geometry (Å):
Te (1.4041, -1.3698, -1.4119)
K (0.5263, 1.3305, 0.7038)
Cl (3.4643, 3.3221, -0.0372)
Cl (-3.3452, -5.6430, 1.0386)
Cl (-0.6646, 7.8612, 1.0071)
Cl (4.3578, 6.3218, -0.2558)
Cl (4.8114, -1.8554, 6.8467)
Cl (-1.4938, 4.8570, 1.3129)
Cl (2.2671, 8.5882, 0.2293)
O (2.7523, -1.0757, 0.9408)
O (1.6704, 0.8482, 2.7167)
N (-1.7090, 0.3632, 2.2491)
N (-0.7135, -2.6904, 0.8568)
N (0.1897, 1.4027, -2.0385)
N (-1.9817, 0.9615, -0.3878)
C (-1.2278, 1.1999, -3.9953)
C (2.7455, -2.9472, -2.0865)
C (0.1504, 5.2481, 0.8521)
C (2.2995, 4.5860, 0.2783)
C (-1.0212, 1.1553, -2.5833)
C (-0.8422, -3.3532, 3.1348)
C (1.1739, 1.7934, -2.8129)
C (1.4363, -4.2533, -5.9634)
C (2.4233, 0.2954, 3.5437)
C (1.7997, 6.9284, 0.3862)
C (2.6169, -4.7520, -5.4278)
C (3.1948, -1.5305, 1.9872)
C (3.0394, -4.3211, -4.1806)
C (2.2975, -3.3948, -3.4485)
C (-2.4352, 0.7406, -4.5608)
C (-1.7912, -4.3138, 2.8238)
C (-0.3123, -2.5740, 2.1141)
C (-2.8482, 0.9665, 1.8514)
C (-3.4105, 0.2443, -3.7266)
C (2.6399, 0.8603, 4.8616)
C (-5.0275, 2.0007, 2.3346)
C (-3.2724, 0.2846, -2.3411)
C (-5.1582, 2.2751, 0.9929)
C (0.6986, -3.3249, -5.2472)
C (3.9344, -1.0345, 5.5677)
C (0.3299, -1.8666, -3.2245)
C (-3.0067, 1.2402, 0.4363)
C (-1.6192, -3.6040, 0.5456)
C (-3.6148, 1.0759, 4.1437)
C (-2.1705, -4.4449, 1.4995)
C (3.8290, -1.5994, 4.3312)
C (3.3581, 0.2249, 5.8289)
C (1.0176, 4.1875, 0.6290)
C (0.4925, 6.5933, 0.7344)
C (-0.1579, 1.6763, -4.7817)
C (-4.1902, 1.9022, 0.0642)
C (-2.1275, 0.8094, -1.7099)
C (1.1158, -2.8864, -3.9910)
C (-2.4404, 0.4870, 4.5217)
C (-1.5082, 0.1496, 3.5264)
C (3.1259, -0.9537, 3.2953)
C (2.7204, 5.9077, 0.1608)
C (-3.8592, 1.3524, 2.7807)
C (1.0356, 1.9975, -4.1941)
H (3.2055, -5.4729, -5.9836)
H (-0.5214, -3.2133, 4.1591)
H (2.1881, 1.8267, 5.0503)
H (-2.2355, -4.9348, 3.5902)
H (-0.6679, -2.2444, -2.9880)
H (3.4997, 0.6775, 6.8029)
H (-4.0744, -0.0843, -1.7149)
H (-5.7913, 2.2936, 3.0460)
H (-6.0362, 2.8090, 0.6427)
H (-4.3228, 2.1661, -0.9762)
H (-0.5597, -0.3031, 3.7998)
H (-1.9259, -3.6615, -0.4946)
H (3.7644, -2.5608, -2.1198)
H (0.1853, -0.9775, -3.8355)
H (0.4502, -1.8206, 2.3030)
H (2.7427, -3.7927, -1.3950)
H (-0.2181, -2.9217, -5.6644)
H (-0.3023, 1.7543, -5.8545)
H (-4.3219, -0.1621, -4.1541)
H (1.0955, -4.5852, -6.9373)
H (4.2991, -2.5560, 4.1267)
H (-2.2190, 0.2885, 5.5632)
H (-2.5610, 0.7636, -5.6377)
H (1.8646, 2.3682, -4.7829)
H (2.1383, 1.9339, -2.3360)
H (3.9638, -4.7079, -3.7643)
H (3.7479, -2.4966, 1.9524)
H (-4.3570, 1.3641, 4.8809)

Löwdin charges in e:
1. Te 1.458
2. K 0.570
3. Cl 0.626
4. Cl 0.623
5. Cl 0.598
6. Cl 0.598
7. Cl 0.563
8. Cl 0.614
9. Cl 0.604
10. O -0.176
11. O -0.176
12. N 0.101
13. N 0.064
14. N 0.007
15. N 0.054
16. C -0.199
17. C -0.412
18. C -0.732
19. C -0.731
20. C -0.177
21. C -0.055
22. C -0.191
23. C -0.113
24. C -0.393
25. C -0.728
26. C -0.117
27. C -0.253
28. C -0.061
29. C -0.285
30. C -0.099
31. C -0.108
32. C -0.140
33. C -0.152
34. C -0.120
35. C -0.009
36. C -0.097
37. C -0.057
38. C -0.118
39. C -0.049
40. C -0.699
41. C -0.404
42. C -0.243
43. C -0.166
44. C -0.039
45. C -0.661
46. C -0.101
47. C -0.131
48. C -0.190
49. C -0.721
50. C -0.043
51. C -0.051
52. C -0.242
53. C -0.273
54. C -0.067
55. C -0.154
56. C -0.142
57. C -0.719
58. C -0.175
59. C -0.060
60. H 0.088
61. H 0.106
62. H 0.110
63. H 0.100
64. H 0.059
65. H 0.093
66. H 0.102
67. H 0.088
68. H 0.091
69. H 0.099
70. H 0.091
71. H 0.109
72. H 0.049
73. H 0.040
74. H 0.096
75. H 0.052
76. H 0.111
77. H 0.105
78. H 0.090
79. H 0.089
80. H 0.102
81. H 0.092
82. H 0.087
83. H 0.095
84. H 0.078
85. H 0.106
86. H 0.119
87. H 0.103